# C22H21O3PSe2Sr

C22H21O3PSe2Sr as an isolated structure at a distorted geometry (ωB97M-V with the def2-TZVPD basis set, the Open Molecules 2025 dataset).

Element x y z (Å)
C -1.974 2.399 -0.429
H 2.249 -4.786 -1.786
C 1.644 -4.354 -0.997
H 0.407 4.160 -2.040
H -1.637 -0.973 -2.672
O 4.683 0.040 -0.744
H 0.201 3.039 2.087
C -1.320 3.026 -1.486
O 3.736 1.285 3.732
C 0.419 3.698 0.053
H 4.432 2.715 2.369
C -1.438 2.414 0.850
H -2.329 1.986 -3.068
H 4.742 2.990 4.120
C -1.892 2.967 -2.876
H 0.476 -5.148 2.074
H -2.656 -0.965 1.483
C 5.233 1.010 -0.571
H -5.034 -1.267 0.908
H 1.366 4.193 0.229
H -4.028 -1.262 -3.255
H -1.122 3.149 -3.625
C -1.994 -0.979 -0.559
C 0.299 -2.543 -0.102
Se 1.061 0.087 -1.692
C -2.953 -1.052 0.444
H 1.227 -2.518 -2.044
O 3.062 1.036 1.599
C 2.923 0.812 2.812
Se 1.515 -0.311 3.408
C 4.709 2.262 3.315
C 0.092 -3.296 1.051
C 0.646 -4.574 1.171
C -4.293 -1.214 0.120
C -4.683 -1.288 -1.210
C -0.125 3.684 -1.224
H -0.472 -2.880 1.878
P -0.247 -0.737 -0.076
H -2.902 1.870 -0.617
H -5.729 -1.400 -1.464
H -1.950 1.905 1.657
Sr 2.621 -1.199 0.695
H -2.680 3.711 -3.014
H 5.681 1.783 3.210
C -3.727 -1.209 -2.216
C 1.431 -5.094 0.167
C -2.386 -1.057 -1.892
C -0.232 3.057 1.095
C 1.075 -3.099 -1.142
H 1.875 -6.076 0.277

The total energy is -6251.65917 Ha. As for the HOMO energy: -6.842 eV. The LUMO energy comes out at -0.66 eV. The calculation puts the energy above the lowest of the compared OMol25 structures with the same formula, charge and spin at 0.809 eV.